1.
Formula: C9H14
Source: the Open Molecules 2025 dataset
Level of theory: ωB97M-V/def2-TZVPD

Last column: Löwdin charge in e.
Cartesian coordinates (Å):
C 1.538 1.873 -0.431  -0.05
C 1.134 0.690 0.413  -0.30
C 0.463 0.845 1.616  -0.07
C 0.375 -0.183 2.531  -0.09
C 0.878 -1.450 2.243  -0.09
C 1.422 -1.628 0.982  -0.10
C 1.560 -0.591 0.070  -0.06
H 0.705 2.505 -0.751  0.08
H 2.195 1.579 -1.244  0.07
H 2.156 2.477 0.237  0.08
H -0.141 1.726 1.779  0.11
H -0.047 -0.006 3.514  0.10
H 0.845 -2.281 2.929  0.10
H 1.666 -2.638 0.688  0.10
H 2.062 -0.741 -0.880  0.11
C -1.698 0.286 -2.065  -0.15
C -2.559 -0.813 -1.390  -0.15
H -1.483 0.102 -3.105  0.05
H -2.136 1.242 -1.815  0.06
H -0.678 0.266 -1.653  0.04
H -3.568 -0.446 -1.219  0.06
H -2.549 -1.694 -2.020  0.05
H -2.139 -1.120 -0.431  0.05

Properties
HOMO-LUMO gap = 10.04 eV
M = 122.2 g/mol
total charge = 0
ΔE to the lowest compared entry with this formula, charge and spin = 48.1 kJ/mol
SMILES = Cc1ccccc1.CC


2.
Formula: C9H14
Source: the Open Molecules 2025 dataset
Level of theory: ωB97M-V/def2-TZVPD

Last column: Löwdin charge in e.
Cartesian coordinates (Å):
C -0.977 0.983 -3.037  -0.06
C 0.007 1.095 -1.895  -0.28
C -0.390 1.971 -0.869  -0.06
C 0.261 1.890 0.349  -0.09
C 1.360 1.053 0.556  -0.12
C 1.811 0.337 -0.532  -0.10
C 1.078 0.230 -1.718  -0.04
H -1.307 1.963 -3.370  0.08
H -1.796 0.349 -2.690  0.09
H -0.623 0.415 -3.874  0.06
H -1.028 2.837 -0.982  0.11
H -0.104 2.452 1.203  0.10
H 1.780 0.741 1.501  0.10
H 2.707 -0.277 -0.526  0.10
H 1.333 -0.266 -2.640  0.11
C -1.201 -2.333 2.429  -0.16
C 0.158 -1.664 2.182  -0.17
H -1.862 -1.546 2.781  0.06
H -1.574 -2.804 1.528  0.05
H -1.118 -3.178 3.112  0.06
H 0.071 -0.581 2.078  0.03
H 0.690 -2.010 1.307  0.06
H 0.723 -1.657 3.106  0.06

Properties
HOMO-LUMO gap = 9.94 eV
M = 122.2 g/mol
total charge = 0
ΔE to the lowest compared entry with this formula, charge and spin = 96.4 kJ/mol
SMILES = Cc1ccccc1.CC


3.
Formula: C9H14
Source: the Open Molecules 2025 dataset
Level of theory: ωB97M-V/def2-TZVPD

Last column: Löwdin charge in e.
Cartesian coordinates (Å):
C 1.994 -1.447 -0.624  -0.04
C 0.803 -1.059 0.244  -0.28
C 0.879 -0.770 1.590  -0.07
C -0.211 -0.539 2.414  -0.08
C -1.460 -0.579 1.816  -0.10
C -1.552 -0.768 0.444  -0.10
C -0.458 -1.037 -0.375  -0.08
H 1.585 -1.861 -1.540  0.07
H 2.573 -2.231 -0.150  0.07
H 2.588 -0.552 -0.789  0.08
H 1.871 -0.806 2.036  0.11
H -0.074 -0.443 3.481  0.10
H -2.371 -0.404 2.373  0.10
H -2.535 -1.029 0.066  0.10
H -0.654 -1.297 -1.405  0.11
C -0.590 2.025 -1.755  -0.18
C 0.287 3.078 -2.356  -0.17
H -0.790 2.029 -0.680  0.06
H -1.602 1.973 -2.175  0.07
H -0.255 0.997 -1.889  0.04
H -0.189 3.982 -2.728  0.06
H 1.148 3.216 -1.736  0.05
H 0.786 2.751 -3.280  0.07

Properties
HOMO-LUMO gap = 10.07 eV
M = 122.2 g/mol
total charge = 0
ΔE to the lowest compared entry with this formula, charge and spin = 64.8 kJ/mol
SMILES = Cc1ccccc1.CC


4.
Formula: C9H14
Source: the Open Molecules 2025 dataset
Level of theory: ωB97M-V/def2-TZVPD

Last column: Löwdin charge in e.
Cartesian coordinates (Å):
C -0.225 2.199 -2.319  -0.05
C -0.682 1.113 -1.379  -0.28
C -0.074 -0.146 -1.389  -0.06
C -0.565 -1.164 -0.591  -0.10
C -1.773 -0.972 0.083  -0.10
C -2.286 0.305 0.247  -0.08
C -1.710 1.346 -0.481  -0.06
H -0.797 2.075 -3.242  0.09
H 0.827 2.224 -2.577  0.07
H -0.446 3.171 -1.875  0.07
H 0.859 -0.287 -1.918  0.11
H -0.144 -2.101 -0.414  0.09
H -2.244 -1.808 0.578  0.10
H -3.144 0.500 0.873  0.10
H -2.224 2.293 -0.508  0.11
C 2.293 -0.629 1.457  -0.15
C 1.376 -1.547 2.273  -0.16
H 2.387 0.337 1.944  0.07
H 3.233 -1.134 1.279  0.06
H 1.904 -0.418 0.479  0.02
H 1.538 -2.622 2.181  0.06
H 0.327 -1.461 1.992  0.04
H 1.570 -1.273 3.307  0.06

Properties
HOMO-LUMO gap = 10.05 eV
M = 122.2 g/mol
total charge = 0
ΔE to the lowest compared entry with this formula, charge and spin = 52.9 kJ/mol
SMILES = Cc1ccccc1.CC